Formula: C28H33Cl5N2O5RuSi2
Source: OMol25
Level of theory: the ωB97M-V functional and the def2-TZVPD basis

Output
HOMO energy (spin up / spin down) = -7.7617 / -7.7616 eV
LUMO (spin up / spin down) = -1.78 / -1.78 eV
Kohn-Sham gap (spin up / spin down) = 5.98 / 5.98 eV

ORCA input file:
```
! RIJCOSX wB97M-V def2-TZVPD def2/J DEFGRID3
* xyz 0 1
Ru 0.2999 1.5201 -0.2010
Cl 1.8082 3.5103 -2.5943
C 2.3825 3.6176 -0.9533
C 1.8612 2.7712 0.0314
C 2.5275 2.8012 1.2645
Cl 2.1312 1.6137 2.4693
C 3.5278 3.7195 1.5642
Cl 4.2467 3.7498 3.1217
C 3.9446 4.6161 0.5844
Cl 5.1488 5.7839 0.9423
C 3.3936 4.5407 -0.6902
Cl 3.9608 5.5944 -1.9231
C 1.6708 -6.9063 1.1153
C 0.8527 -5.7642 0.5711
C -0.2227 -5.2814 1.3108
C -0.9845 -4.2195 0.8557
C -0.6925 -3.6234 -0.3591
C 0.3697 -4.1068 -1.1099
N 0.6353 -3.6007 -2.3963
C 0.6624 -2.3133 -2.8996
C 0.3300 -2.1873 -4.2607
C 0.4319 -0.9900 -4.9329
C 0.8766 0.1448 -4.2622
C 1.1839 0.0364 -2.9232
C 1.0541 -1.1549 -2.2078
C 1.5273 -1.1547 -0.7943
O 2.1223 -2.0795 -0.3053
O 1.3902 -0.0114 -0.0976
C 1.1587 -5.1695 -0.6541
C 2.3340 -5.6086 -1.4837
H 1.2540 -7.2559 2.0585
H 2.7040 -6.6046 1.2982
H 1.6925 -7.7506 0.4240
H -0.4629 -5.7468 2.2592
H -1.8205 -3.8719 1.4465
H -1.2955 -2.8080 -0.7437
H 0.7772 -4.3058 -3.0999
H -0.0213 -3.0702 -4.7814
H 0.1680 -0.9397 -5.9812
H 0.9974 1.0888 -4.7764
H 1.6080 0.8963 -2.4250
H 2.9436 -4.7441 -1.7530
H 2.0215 -6.0957 -2.4137
H 2.9623 -6.3171 -0.9512
C -0.9321 4.9322 -0.1878
Si -1.9018 3.6347 0.7690
C -2.4029 4.4349 2.3881
C -3.4653 3.2188 -0.1727
C -0.8839 2.0679 1.3033
Si -1.7523 0.7255 2.3520
C -3.4506 0.2437 1.7322
C -0.6823 -0.8176 2.4160
C -1.8854 1.3858 4.1019
H -0.9488 5.8718 0.3686
H -1.4014 5.1056 -1.1581
H 0.1086 4.6799 -0.3733
H -2.9115 5.3742 2.1530
H -1.5292 4.6728 2.9989
H -3.0849 3.8271 2.9811
H -3.9264 4.1606 -0.4836
H -4.1819 2.6938 0.4571
H -3.3222 2.6294 -1.0754
H -0.1873 2.5218 2.0221
H -3.3972 -0.1102 0.7010
H -4.1716 1.0594 1.7782
H -3.8384 -0.5711 2.3488
H -1.3049 -1.6755 2.1635
H -0.2994 -0.9802 3.4260
H 0.1657 -0.8098 1.7365
H -2.5673 2.2274 4.2143
H -0.9042 1.6866 4.4774
H -2.2474 0.5764 4.7419
O -2.3420 1.2357 -2.8296
N -1.5960 1.1869 -1.9114
O -0.6569 2.1451 -1.7739
O -1.5600 0.3432 -1.0082
*
```

***

Formula: C28H34BrIN5O8PdS
Source: OMol25
Level of theory: the ωB97M-V functional and the def2-TZVPD basis

Output
HOMO energy = -5.2575 eV
energy relative to the best compared isomer or geometry (same formula, charge and spin) = 0.9 kJ/mol
LUMO = 1.68 eV
Kohn-Sham gap = 6.94 eV

ORCA input file:
```
! RIJCOSX wB97M-V def2-TZVPD def2/J DEFGRID3
* xyz -1 1
Pd -0.4789 -0.3442 -0.5029
I -2.5968 1.9361 -6.9239
C -1.8773 0.5241 -5.5602
C -2.2700 -0.8017 -5.6847
C -1.8240 -1.7236 -4.7528
C -0.9962 -1.3364 -3.7016
C -0.5831 -0.0122 -3.6210
C -1.0295 0.9268 -4.5421
C -0.5940 -2.3995 -2.7002
O -0.7587 -3.5757 -2.9964
O -0.1099 -2.0343 -1.5552
H -2.9205 -1.1076 -6.4930
H -2.1086 -2.7648 -4.8235
H 0.0886 0.3116 -2.8372
H -0.7275 1.9598 -4.4430
C -4.6124 -3.4840 -2.9469
C -5.1177 -2.8657 -1.6476
N -4.4432 -1.6217 -1.2833
C -5.0476 -0.3594 -1.6999
C -4.6825 0.1061 -3.1053
C -3.1761 -1.6383 -0.8022
C -2.6482 -2.9106 -0.2079
N -2.4281 -0.5865 -0.8058
H -5.1538 -4.4084 -3.1552
H -3.5478 -3.7174 -2.8912
H -4.7604 -2.8055 -3.7869
H -5.0195 -3.5813 -0.8316
H -6.1804 -2.6345 -1.7300
H -4.7701 0.4024 -0.9671
H -6.1282 -0.4836 -1.6132
H -3.6027 0.1748 -3.2427
H -5.1051 1.0950 -3.2880
H -5.0720 -0.5736 -3.8631
H -3.3812 -3.3410 0.4736
H -1.7339 -2.6901 0.3334
H -2.4037 -3.6385 -0.9823
H -2.7979 0.2457 -1.2507
N 1.2300 1.5105 2.1579
C 2.4291 1.0380 2.6957
C 2.4917 -0.2355 3.2572
C 3.7158 -0.7882 3.6032
C 4.8946 -0.0915 3.3844
C 4.8318 1.1983 2.8765
C 3.6106 1.7662 2.5471
S 6.4880 -0.8773 3.6262
O 6.1692 -2.2971 3.7075
O 7.0311 -0.3026 4.8446
O 7.2194 -0.5054 2.4156
H 1.2835 2.4360 1.7626
H 0.3945 1.3967 2.7079
H 1.5793 -0.8135 3.3593
H 3.7807 -1.7965 3.9924
H 5.7543 1.7410 2.7107
H 3.5678 2.7688 2.1323
C 4.8050 -1.3245 0.4729
N 3.7009 -0.4490 0.1045
C 2.4529 -0.8585 -0.1499
N 2.1909 -2.1792 -0.0748
O 1.5744 -0.0110 -0.4802
H 5.6159 -0.7345 0.8947
H 5.1794 -1.8657 -0.3995
H 4.5167 -2.0305 1.2543
H 3.7992 0.5409 0.2604
H 2.9496 -2.8184 0.0781
H 1.3645 -2.5047 -0.5637
Br -3.1475 7.3666 2.9028
C -2.6384 5.7891 1.9771
C -2.7112 5.7637 0.5941
C -2.3414 4.6070 -0.0741
C -1.9027 3.4919 0.6292
C -1.8359 3.5421 2.0162
C -2.2041 4.6911 2.7003
C -1.5161 2.2494 -0.1378
O -1.6587 2.2210 -1.3623
O -1.0946 1.2817 0.5909
H -3.0504 6.6349 0.0512
H -2.3858 4.5487 -1.1534
H -1.4970 2.6704 2.5578
H -2.1537 4.7346 3.7793
*
```

***

Formula: C28H34BrN2O5Ta
Source: OMol25
Level of theory: the ωB97M-V functional and the def2-TZVPD basis

Output
HOMO energy = -14.6247 eV
LUMO = -7.82 eV
Kohn-Sham gap = 6.81 eV

ORCA input file:
```
! RIJCOSX wB97M-V def2-TZVPD def2/J DEFGRID3
* xyz 2 1
Ta 1.1387 -1.3787 0.6571
C 1.2063 -6.8382 1.0354
C 1.0943 -5.5349 0.3093
C 2.2242 -4.9691 -0.3099
C 2.1305 -3.7885 -1.0040
C 0.8923 -3.0946 -1.0810
C -0.2532 -3.7002 -0.5005
C -0.1400 -4.8770 0.2094
H 2.1432 -6.9020 1.5873
H 1.2005 -7.6542 0.3062
H 0.3756 -6.9942 1.7205
H 3.1711 -5.4934 -0.2570
H 2.9963 -3.3880 -1.5167
H 0.7499 -2.3917 -1.9042
H -1.2249 -3.2388 -0.6370
H -1.0190 -5.3203 0.6632
C -1.7702 5.6382 1.6578
C -2.7767 4.5329 1.3017
C -3.6044 4.1686 2.5453
C -3.7196 5.0560 0.2188
C -2.0172 3.2873 0.8407
C -1.0504 2.7252 1.6909
C -0.4222 1.6026 1.2498
Br 0.9703 0.7924 2.3378
C -0.6753 0.9767 0.0294
O 0.0816 -0.1652 -0.1784
C -1.5967 1.5101 -0.8386
C -2.2437 2.6705 -0.3821
C -1.9565 0.9541 -2.2241
C -1.2235 -0.3474 -2.5642
C -1.5780 2.0058 -3.2824
C -3.4685 0.6716 -2.2779
H -2.3096 6.5455 1.9353
H -1.1256 5.8759 0.8077
H -1.1368 5.3661 2.5065
H -4.1210 5.0571 2.9159
H -2.9777 3.7875 3.3567
H -4.3572 3.4117 2.3093
H -4.2342 5.9416 0.5948
H -4.4879 4.3244 -0.0474
H -3.1801 5.3501 -0.6864
H -0.8104 3.1652 2.6516
H -2.9729 3.1144 -1.0438
H -0.1377 -0.2171 -2.5814
H -1.5282 -0.6625 -3.5614
H -1.4856 -1.1535 -1.8711
H -0.5073 2.2278 -3.2561
H -2.1208 2.9417 -3.1408
H -1.8222 1.6290 -4.2780
H -3.7710 -0.0223 -1.4890
H -3.7207 0.2234 -3.2414
H -4.0639 1.5796 -2.1760
O 1.9809 -4.3246 3.2121
C 1.4895 -3.3944 2.7014
O 2.1216 -2.5291 1.8113
C -0.0024 -2.9697 2.7915
O -0.7708 -3.4135 3.5533
O -0.2686 -2.0218 1.8158
N 4.5651 -2.1680 0.4498
C 4.3226 -0.9294 -0.0239
C 5.4038 -0.1592 -0.4916
C 5.1941 1.0909 -0.9829
C 3.8846 1.6108 -1.0348
C 2.8733 0.8337 -0.5965
N 3.0475 -0.4470 -0.0933
H 5.5275 -2.4364 0.5696
H 3.9016 -2.6403 1.0406
H 6.3979 -0.5823 -0.4349
H 6.0317 1.6844 -1.3283
H 3.6773 2.5992 -1.4207
H 1.8588 1.1954 -0.6465
*
```

***

Formula: C28H34CeNO
Source: OMol25
Level of theory: the ωB97M-V functional and the def2-TZVPD basis

Output
expectation value of S² = 0.7930
HOMO energy (spin up / spin down) = -4.7644 / -5.4293 eV
LUMO (spin up / spin down) = 0.02 / 0.03 eV
Kohn-Sham gap (spin up / spin down) = 4.79 / 5.46 eV

ORCA input file:
```
! RIJCOSX wB97M-V def2-TZVPD def2/J DEFGRID3
* xyz 0 2
C -2.3672 0.4152 -0.0805
C -2.1215 -0.7510 -0.8438
C -1.6249 -1.7390 0.0190
H -2.2643 -0.8572 -1.9058
C -1.5437 -1.1824 1.3140
C -2.0175 0.1479 1.2502
H -1.1365 -1.6575 2.1883
C 0.3561 2.0948 -1.0268
C -0.1475 1.2053 -2.0004
C 0.8082 0.1892 -2.2075
H -1.0978 1.2833 -2.4965
C 1.9285 0.4684 -1.3856
C 1.6387 1.6426 -0.6680
H -1.2997 -2.7237 -0.2698
H -2.0346 0.8470 2.0664
H -2.7252 1.3569 -0.4608
H 2.2532 2.0842 0.0946
H 0.7024 -0.6441 -2.8801
H -0.1433 2.9588 -0.6232
Ce 0.0000 0.0000 0.0000
C 3.2133 -0.3106 -1.2903
C 4.3767 0.6190 -1.6523
C 3.2215 -1.5052 -2.2402
H 4.1557 1.1606 -2.5700
H 5.2950 0.0510 -1.8051
H 4.5584 1.3509 -0.8688
H 3.3082 -1.1775 -3.2744
H 2.3154 -2.1004 -2.1520
H 4.0721 -2.1522 -2.0264
C 3.4401 -0.7983 0.1560
C 2.4432 -1.8203 0.5833
H 3.3310 0.0370 0.8480
H 4.4565 -1.1678 0.2611
O 1.2221 -1.6912 0.3540
N 2.8443 -2.9390 1.2159
C 2.0357 -3.8364 2.0132
H 3.7262 -3.2901 0.8763
C 1.0407 -4.6785 1.2472
C -0.2411 -4.9343 1.7151
H -0.5800 -4.5440 2.6646
C -1.1110 -5.7258 0.9754
H -2.1000 -5.9238 1.3652
C -0.7134 -6.2596 -0.2394
H -1.3929 -6.8752 -0.8138
C 0.5666 -6.0026 -0.7149
H 0.8882 -6.4161 -1.6617
C 1.4365 -5.2199 0.0252
H 2.4357 -5.0281 -0.3503
H 1.5201 -3.2649 2.7850
H 2.7296 -4.4842 2.5486
C -3.7112 4.0797 -0.2768
C -2.4411 4.1189 0.5870
C -1.5550 5.2990 0.1578
C -2.8207 4.2624 2.0687
C -1.6719 2.8210 0.4021
C -1.0121 1.7077 0.2434
H -4.2923 5.0201 -0.1605
H -4.3618 3.2291 0.0213
H -3.4490 3.9592 -1.3505
H -2.0950 6.2616 0.2900
H -0.6257 5.3316 0.7669
H -1.2684 5.2044 -0.9122
H -3.4543 3.4084 2.3937
H -1.9093 4.2819 2.7050
H -3.3869 5.2038 2.2379
*
```

***

Formula: C28H34F3N2O4PS2Ti
Source: OMol25
Level of theory: the ωB97M-V functional and the def2-TZVPD basis

Output
HOMO energy = -1.0238 eV
LUMO = 4.50 eV
Kohn-Sham gap = 5.52 eV

ORCA input file:
```
! RIJCOSX wB97M-V def2-TZVPD def2/J DEFGRID3
* xyz -2 1
Ti 0.0961 0.6659 0.5007
C 3.2971 -1.9411 1.8424
C 2.4541 -1.4655 3.0231
C 1.6883 -2.6393 3.6460
P 1.3319 0.0463 2.7854
C 2.5960 1.3981 3.1985
C 1.9495 2.5174 4.0206
C 3.3777 1.9970 2.0266
C 1.6067 0.0710 -0.8336
C 2.9241 -0.1572 -1.1546
C 3.3161 -0.5123 -2.4564
C 4.7654 -0.8022 -2.7719
C 2.3404 -0.6224 -3.4353
C 0.9935 -0.3743 -3.1613
C 0.6360 -0.0066 -1.8641
N -0.6213 0.3200 -1.3788
C -1.6852 0.5842 -2.2696
C -1.6340 1.6843 -3.1535
C -0.4738 2.6401 -3.1286
C -2.6901 1.9132 -4.0287
C -3.8171 1.1065 -4.0607
C -4.9504 1.3803 -5.0189
C -3.8659 0.0378 -3.1807
C -2.8294 -0.2367 -2.2958
C -2.9407 -1.4193 -1.3752
H 3.9206 -2.7972 2.1413
H 3.9592 -1.1515 1.4890
H 2.6686 -2.2481 1.0052
H 3.1425 -1.1105 3.7986
H 0.9807 -3.0689 2.9334
H 1.1365 -2.3113 4.5288
H 2.3862 -3.4356 3.9442
H 3.3136 0.8966 3.8577
H 1.2411 3.0893 3.4212
H 2.7155 3.2170 4.3829
H 1.4164 2.1071 4.8807
H 2.7090 2.5054 1.3268
H 3.9177 1.2281 1.4742
H 4.1136 2.7265 2.3961
H 3.7030 -0.0644 -0.4025
H 5.4269 -0.3061 -2.0580
H 5.0329 -0.4570 -3.7744
H 4.9828 -1.8747 -2.7251
H 2.6352 -0.8986 -4.4454
H 0.2465 -0.4358 -3.9459
H 0.4676 2.1370 -3.3498
H -0.3761 3.0775 -2.1366
H -0.6240 3.4400 -3.8574
H -2.6332 2.7692 -4.6961
H -4.7614 2.2898 -5.5916
H -5.8991 1.5080 -4.4907
H -5.0822 0.5590 -5.7291
H -4.7351 -0.6167 -3.1836
H -3.6536 -2.1491 -1.7665
H -3.2880 -1.1118 -0.3855
H -1.9717 -1.8961 -1.2350
F -1.1232 -4.6015 1.8284
C -2.1525 -4.0218 2.4362
F -2.0910 -4.3908 3.7468
F -3.2778 -4.6378 1.9629
C -2.2478 -2.5395 2.2916
C -3.2975 -1.9465 2.9772
C -3.4947 -0.5812 2.9193
C -2.6140 0.1635 2.1518
N -1.6042 -0.3925 1.5150
C -1.3726 -1.7340 1.5385
S 0.0005 -2.1133 0.6010
H -3.9550 -2.5784 3.5627
H -4.3072 -0.1074 3.4527
H -2.6602 1.2426 2.0618
O -1.3063 3.8204 -0.0566
S -0.1688 3.3801 0.7259
O 0.4954 4.4418 1.4446
O 0.8109 2.5623 -0.1083
O -0.5905 2.2315 1.6662
*
```

***

Formula: C28H34N4O4
Source: OMol25
Level of theory: the ωB97M-V functional and the def2-TZVPD basis

Output
HOMO energy = -8.7736 eV
SMILES string = CC(C)C[C@H](NC(=O)c1nc[nH]c1C(=O)NC(c1ccccc1)c1ccccc1)C(=O)OC(C)(C)C
energy relative to the best compared isomer or geometry (same formula, charge and spin) = 0.0 kJ/mol
LUMO = 0.63 eV
Kohn-Sham gap = 9.40 eV

ORCA input file:
```
! RIJCOSX wB97M-V def2-TZVPD def2/J DEFGRID3
* xyz 0 1
C -6.0077 -1.6808 -2.1373
H -6.5583 -2.0700 -1.2837
H -6.3986 -0.6946 -2.3773
H -6.1871 -2.3350 -2.9869
C -4.5142 -1.6134 -1.8207
C -3.9776 -3.0139 -1.5372
H -4.2064 -3.6744 -2.3708
H -2.9007 -3.0026 -1.3992
H -4.4387 -3.4252 -0.6419
C -4.2889 -0.6546 -0.6451
C -2.8202 -0.3509 -0.3539
N -2.1688 -1.4321 0.3455
C -0.8389 -1.4427 0.5229
O -0.0861 -0.6482 -0.0395
C -0.3856 -2.5156 1.4171
C 0.8803 -2.8478 1.8780
N 0.6898 -3.9249 2.6928
C -0.6287 -4.2036 2.7055
N -1.3011 -3.3789 1.9539
H -1.0633 -5.0062 3.2670
H 1.4555 -4.3780 3.1710
C 2.2669 -2.3509 1.7113
O 3.1829 -2.9211 2.2897
N 2.3899 -1.2827 0.9195
C 3.6662 -0.6733 0.6266
C 3.5988 0.8253 0.8351
C 2.6684 1.5856 0.1360
C 2.6239 2.9578 0.3044
C 3.5051 3.5843 1.1699
C 4.4324 2.8318 1.8685
C 4.4789 1.4584 1.7005
H 5.2031 0.8738 2.2498
H 5.1216 3.3140 2.5463
H 3.4690 4.6563 1.2982
H 1.9034 3.5449 -0.2464
H 1.9778 1.1039 -0.5397
C 4.1248 -0.9371 -0.7950
C 5.4769 -0.8240 -1.0942
C 5.9306 -1.0222 -2.3850
C 5.0355 -1.3359 -3.3940
C 3.6876 -1.4472 -3.1028
C 3.2313 -1.2462 -1.8110
H 2.1767 -1.3379 -1.5996
H 2.9842 -1.6915 -3.8858
H 5.3884 -1.4941 -4.4026
H 6.9848 -0.9346 -2.6040
H 6.1765 -0.5801 -0.3077
H 4.3904 -1.1147 1.3218
H 1.5476 -0.8861 0.4939
H -2.7108 -2.0394 0.9451
H -2.2668 -0.1521 -1.2780
C -2.7212 0.9055 0.5315
O -2.9713 0.8882 1.7090
O -2.3314 1.9402 -0.1847
C -2.0599 3.2310 0.4294
C -0.9821 3.0771 1.5010
H -0.1295 2.5353 1.0972
H -1.3688 2.5275 2.3546
H -0.6526 4.0576 1.8336
C -1.5509 4.0872 -0.7294
H -0.6647 3.6308 -1.1618
H -2.3117 4.1618 -1.5020
H -1.3045 5.0842 -0.3765
C -3.3469 3.8115 1.0122
H -4.1108 3.8825 0.2405
H -3.7156 3.1796 1.8157
H -3.1525 4.8046 1.4072
H -4.7851 0.2921 -0.8726
H -4.7485 -1.0581 0.2599
H -3.9926 -1.2104 -2.6959
*
```

***

| no. | electronic energy (Eh) |
| --- | --- |
| 1 | -4547.2381 |
| 2 | -5361.0890 |
| 3 | -4203.7061 |
| 4 | -1692.0510 |
| 5 | -3784.8314 |
| 6 | -1607.4693 |